ORCA calculation (wB97M-V/def2-TZVPD) on C16H44As4F24N3O3 as an isolated structure.

Results
Orbital gap   7.45 eV
Lowest unoccupied orbital energy   0.0009 Eh
Charge   -1

CARTESIAN COORDINATES (ANGSTROEM)
C  3.565  9.564  -3.748
C  2.040  9.158  -3.610
N  1.699  7.776  -4.169
C  2.453  6.669  -3.310
C  0.148  7.533  -4.163
C  -0.563  7.511  -2.799
C  2.237  7.515  -5.598
C  2.000  8.565  -6.714
O  3.049  9.524  -6.625
C  3.079  10.427  -7.645
H  4.036  9.079  -4.603
H  4.271  9.274  -2.969
H  3.758  10.614  -3.968
H  1.293  9.784  -4.096
H  1.686  8.998  -2.591
H  2.180  5.694  -3.713
H  2.181  6.790  -2.261
H  3.505  6.916  -3.455
H  -0.012  6.518  -4.525
H  -0.237  8.246  -4.893
H  -1.612  7.223  -2.876
H  -0.568  8.524  -2.398
H  -0.274  6.757  -2.067
H  1.909  6.528  -5.923
H  3.318  7.384  -5.556
H  1.082  9.139  -6.583
H  1.807  8.039  -7.650
H  2.813  10.106  -8.652
H  3.999  11.011  -7.637
H  2.249  11.118  -7.492
C  6.503  11.852  -17.429
C  7.063  12.962  -18.384
C  6.422  14.291  -18.013
O  6.856  15.433  -18.726
C  7.069  16.537  -17.856
N  8.523  13.132  -18.186
H  8.982  12.240  -18.061
H  8.855  13.596  -19.019
H  8.737  13.813  -17.472
H  6.915  10.883  -17.713
H  5.416  11.787  -17.490
H  6.704  12.217  -16.422
H  6.858  12.727  -19.428
H  6.547  14.367  -16.933
H  5.355  14.154  -18.186
H  7.501  17.285  -18.520
H  7.712  16.461  -16.979
H  6.033  16.817  -17.669
C  5.361  10.107  -12.142
C  4.062  10.663  -12.797
C  3.050  10.845  -11.676
O  1.737  11.419  -12.065
C  0.957  11.639  -10.927
N  4.361  11.956  -13.491
H  3.610  12.629  -13.453
H  4.947  12.524  -12.896
H  4.803  11.906  -14.398
H  5.251  9.028  -12.042
H  5.697  10.542  -11.201
H  6.151  10.128  -12.893
H  3.648  9.985  -13.543
H  3.375  11.415  -10.806
H  2.976  9.835  -11.271
H  -0.098  11.743  -11.180
H  1.279  12.587  -10.497
H  1.167  10.922  -10.132
As  4.764  14.415  -9.502
F  4.745  13.940  -11.275
F  5.926  13.138  -9.188
F  4.816  14.970  -7.782
F  3.656  15.713  -9.807
F  3.389  13.328  -9.205
F  6.103  15.457  -9.976
As  8.382  13.497  -13.126
F  8.318  15.258  -13.438
F  8.737  13.386  -14.815
F  8.486  11.764  -12.871
F  7.943  13.796  -11.336
F  6.604  13.430  -13.522
F  10.124  13.681  -12.701
As  4.942  8.570  -16.177
F  3.576  7.608  -16.798
F  5.925  7.020  -16.225
F  6.374  9.489  -15.574
F  4.003  10.113  -16.279
F  4.332  8.240  -14.536
F  5.421  8.820  -17.925
As  3.004  15.046  -15.907
F  4.597  15.197  -15.155
F  3.612  15.686  -17.377
F  1.290  14.891  -16.562
F  2.466  14.318  -14.314
F  2.739  16.845  -15.381
F  3.383  13.396  -16.576

These are the Löwdin partial charges, in e, on atoms 1 to 5: C -0.031; C -0.103; N -0.246; C 0.051; C -0.133

ORCA calculation (wB97M-V/def2-TZVPD) on C16H44As7F42N3O3 as an isolated structure.

Results
Orbital gap   7.58 eV
Lowest unoccupied orbital energy   0.2082 Eh
Charge   -4

CARTESIAN COORDINATES (ANGSTROEM)
C  9.197  15.122  -7.761
C  10.593  15.718  -7.533
N  11.656  15.243  -8.628
C  12.751  16.408  -8.726
C  12.353  13.963  -8.186
C  11.447  12.619  -8.326
C  10.905  15.118  -10.059
C  10.637  16.461  -10.721
O  10.074  17.349  -9.816
C  9.706  18.617  -10.371
H  8.609  15.509  -8.593
H  8.662  15.453  -6.871
H  9.047  14.043  -7.762
H  11.164  15.436  -6.648
H  10.515  16.805  -7.519
H  13.436  16.385  -7.878
H  12.330  17.413  -8.738
H  13.380  16.183  -9.587
H  12.910  14.128  -7.264
H  13.189  13.846  -8.875
H  10.692  12.508  -7.548
H  12.086  11.736  -8.291
H  10.831  12.570  -9.223
H  10.051  14.447  -9.956
H  11.627  14.502  -10.595
H  9.873  16.284  -11.478
H  11.421  16.908  -11.332
H  10.631  19.075  -10.722
H  9.379  19.228  -9.530
H  8.995  18.580  -11.197
C  18.833  19.743  -7.705
C  18.187  19.743  -9.100
C  18.652  21.018  -9.860
O  18.112  20.974  -11.205
C  18.053  22.204  -11.924
N  18.465  18.451  -9.979
H  17.962  18.689  -10.822
H  19.461  18.405  -10.138
H  18.228  17.574  -9.538
H  18.511  19.077  -6.905
H  18.818  20.764  -7.323
H  19.870  19.408  -7.728
H  17.108  19.853  -8.996
H  19.740  21.073  -9.827
H  18.245  21.887  -9.342
H  18.984  22.286  -12.485
H  17.968  23.074  -11.274
H  17.197  22.177  -12.599
C  14.993  19.772  -6.280
C  14.087  20.412  -5.260
C  12.749  20.982  -5.883
O  12.191  19.872  -6.556
C  11.187  20.200  -7.434
N  13.749  19.387  -4.257
H  13.276  18.605  -4.688
H  14.660  19.139  -3.899
H  13.060  19.720  -3.598
H  14.610  18.866  -6.749
H  16.047  19.563  -6.100
H  14.965  20.400  -7.171
H  14.726  21.150  -4.775
H  13.043  21.771  -6.577
H  12.119  21.483  -5.148
H  10.471  20.927  -7.050
H  10.838  19.214  -7.743
H  11.580  20.587  -8.373
As  16.789  23.755  -6.169
F  16.622  25.217  -7.248
F  16.644  22.600  -7.584
F  17.112  22.442  -5.032
F  16.959  24.956  -4.804
F  14.987  23.761  -5.949
F  18.566  23.859  -6.518
As  11.437  15.866  -3.491
F  10.202  15.623  -2.217
F  10.870  14.438  -4.414
F  12.754  16.303  -4.660
F  12.033  17.346  -2.605
F  12.622  14.968  -2.486
F  10.350  16.883  -4.406
As  16.795  15.713  -7.484
F  18.320  16.622  -8.041
F  17.356  15.813  -5.824
F  15.381  14.803  -6.843
F  16.142  15.450  -9.106
F  17.751  14.149  -7.668
F  15.940  17.226  -7.535
As  16.881  17.958  -1.594
F  15.510  18.016  -2.821
F  16.993  16.231  -2.002
F  18.320  17.848  -0.568
F  16.409  19.589  -1.231
F  15.738  17.530  -0.213
F  18.053  18.384  -2.944
As  14.091  19.874  -11.311
F  13.938  20.333  -13.074
F  15.849  19.700  -11.667
F  14.265  19.452  -9.511
F  12.361  20.017  -11.194
F  13.969  18.098  -11.685
F  14.343  21.618  -10.848
As  7.612  23.257  -8.609
F  8.075  22.192  -9.929
F  6.549  24.228  -9.711
F  7.303  24.485  -7.346
F  8.706  22.399  -7.546
F  9.055  24.259  -9.192
F  6.302  22.176  -8.166
As  12.976  22.543  -1.796
F  13.174  24.293  -1.349
F  11.447  22.474  -0.798
F  12.756  20.793  -2.282
F  14.473  22.755  -2.762
F  14.006  22.141  -0.337
F  12.053  23.143  -3.268

These are the Löwdin partial charges, in e, on atoms 1 to 5: C -0.070; C -0.106; N -0.182; C 0.057; C -0.118

ORCA calculation (wB97M-V/def2-TZVPD) on a 3-piece molecular cluster, C16H44BN2O7P overall.

Results
Orbital gap   8.71 eV
Lowest unoccupied orbital energy   0.0111 Eh
Structure (SMILES)   CCO[PH3]B(O)OCC.COCCNCCOC.COCCNCCOC

CARTESIAN COORDINATES (ANGSTROEM)
C  1.094  1.427  -4.874
C  1.860  0.126  -4.614
O  0.955  -0.930  -4.342
P  1.202  -1.638  -2.775
B  1.507  -2.431  -0.979
O  0.947  -1.832  0.144
O  2.248  -3.582  -0.885
C  3.426  -3.501  -0.082
C  4.337  -2.339  -0.416
H  1.662  2.267  -4.488
H  0.160  1.356  -4.341
H  0.914  1.537  -5.936
H  2.498  -0.140  -5.452
H  2.515  0.311  -3.757
H  2.530  -1.988  -3.156
H  0.835  -0.397  -2.184
H  0.195  -2.581  -3.087
H  1.523  -1.169  0.567
H  3.988  -4.411  -0.262
H  3.193  -3.503  0.978
H  3.993  -1.386  -0.024
H  4.521  -2.287  -1.482
H  5.296  -2.536  0.054
C  2.664  -4.279  3.708
O  1.966  -3.219  3.081
C  0.555  -3.257  3.275
C  0.094  -2.127  4.168
N  0.537  -2.318  5.544
C  0.335  -1.164  6.416
C  1.072  0.130  6.086
O  2.476  0.063  6.252
C  3.197  -0.456  5.152
H  3.693  -4.251  3.349
H  2.679  -4.172  4.798
H  2.230  -5.248  3.448
H  0.240  -4.226  3.672
H  0.096  -3.129  2.291
H  -0.999  -2.086  4.151
H  0.474  -1.191  3.735
H  1.521  -2.553  5.542
H  0.636  -1.465  7.422
H  -0.738  -0.949  6.457
H  0.729  0.886  6.797
H  0.825  0.510  5.087
H  2.719  -0.210  4.200
H  3.323  -1.540  5.225
H  4.190  -0.007  5.167
C  -2.802  0.990  -4.344
O  -2.062  2.076  -3.815
C  -2.322  3.322  -4.448
C  -3.057  4.264  -3.519
N  -4.422  3.815  -3.281
C  -5.121  4.530  -2.216
C  -4.567  4.436  -0.798
O  -4.675  3.154  -0.212
C  -3.631  2.249  -0.523
H  -2.394  0.078  -3.911
H  -3.864  1.053  -4.084
H  -2.700  0.934  -5.431
H  -2.872  3.181  -5.383
H  -1.352  3.766  -4.693
H  -3.085  5.259  -3.972
H  -2.472  4.330  -2.592
H  -4.409  2.830  -3.053
H  -6.145  4.151  -2.194
H  -5.181  5.587  -2.495
H  -5.173  5.097  -0.172
H  -3.536  4.802  -0.727
H  -2.676  2.762  -0.665
H  -3.860  1.657  -1.413
H  -3.532  1.559  0.315

These are the Löwdin partial charges, in e, on atoms 1 to 5: C -0.073; C -0.384; O -0.457; P 0.839; B -0.745

ORCA calculation (wB97M-V/def2-TZVPD) on C16H44BrN4O4 as an isolated structure.

Results
Orbital gap   10.09 eV
Lowest unoccupied orbital energy   -0.3080 Eh
Charge   +3

CARTESIAN COORDINATES (ANGSTROEM)
Br  17.419  8.756  19.489
C  13.909  11.222  18.722
C  15.293  11.341  19.416
O  15.975  12.276  19.185
N  15.810  10.147  20.318
H  15.100  9.429  20.298
H  16.646  9.697  19.974
C  15.986  10.524  21.805
H  13.974  10.442  17.963
H  13.667  12.110  18.138
H  13.196  10.889  19.476
H  16.684  11.360  21.770
H  16.394  9.641  22.296
H  15.057  10.972  22.158
C  16.341  5.472  19.405
C  15.635  6.053  18.096
O  15.561  5.441  17.035
N  15.353  7.511  18.079
H  14.379  7.583  18.335
H  15.987  8.034  18.666
C  15.419  8.195  16.647
H  15.633  5.313  20.218
H  17.100  6.176  19.746
H  16.944  4.600  19.152
H  14.507  8.013  16.080
H  16.294  7.737  16.186
H  15.531  9.254  16.880
C  18.139  7.330  23.830
N  18.010  7.913  22.447
C  16.497  7.889  22.182
C  18.487  9.379  22.411
C  18.726  6.988  21.400
C  20.064  6.250  21.785
O  21.069  7.204  22.032
H  17.885  6.270  23.826
H  17.494  7.874  24.519
H  19.145  7.437  24.237
H  16.495  8.169  21.129
H  16.030  8.600  22.864
H  16.133  6.889  22.416
H  19.389  9.421  23.022
H  17.681  10.060  22.685
H  18.740  9.668  21.391
H  18.842  7.590  20.498
H  17.971  6.259  21.105
H  20.287  5.458  21.070
H  19.907  5.683  22.702
H  21.934  6.807  22.162
C  19.204  8.965  16.675
N  20.416  8.752  17.592
C  20.604  7.297  17.949
C  21.633  9.336  16.801
C  20.161  9.712  18.795
C  20.808  9.170  20.131
O  22.169  9.152  19.996
H  18.339  8.572  17.209
H  19.482  8.332  15.833
H  19.135  10.026  16.433
H  21.647  7.225  18.257
H  20.520  6.604  17.112
H  20.007  7.056  18.828
H  21.949  8.702  15.973
H  22.400  9.165  17.557
H  21.709  10.379  16.493
H  19.102  9.775  19.045
H  20.460  10.736  18.570
H  20.299  8.318  20.580
H  20.529  9.905  20.887
H  22.652  8.740  20.716

These are the Löwdin partial charges, in e, on atoms 1 to 5: Br 1.079; C 0.050; C -0.345; O 0.195; N -0.080

ORCA calculation (wB97M-V/def2-TZVPD) on a 9-piece molecular cluster, C16H44F6N4O20PS4 overall.

Results
Orbital gap   10.87 eV
Lowest unoccupied orbital energy   0.0720 Eh
Charge   -1

CARTESIAN COORDINATES (ANGSTROEM)
P  -0.352  -1.565  -0.336
F  0.602  -0.209  -0.422
F  -1.016  -1.188  -1.819
F  0.813  -2.318  -1.151
F  -1.226  -2.913  -0.387
F  0.242  -1.871  1.128
F  -1.586  -0.685  0.216
C  0.609  -2.396  4.658
N  1.090  -1.581  5.813
O  0.726  -0.427  5.925
O  1.891  -2.101  6.566
H  1.211  -3.282  4.507
H  0.771  -1.729  3.808
H  -0.470  -2.483  4.745
C  -0.302  -5.371  1.827
N  0.976  -6.026  2.278
O  1.399  -6.986  1.689
O  1.493  -5.510  3.252
H  -0.047  -4.593  1.116
H  -0.796  -4.986  2.711
H  -0.915  -6.156  1.394
C  -3.850  -0.408  -2.731
N  -4.581  -1.140  -1.673
O  -5.026  -0.456  -0.765
O  -4.561  -2.348  -1.679
H  -4.395  0.458  -3.087
H  -3.629  -1.113  -3.533
H  -2.834  -0.150  -2.433
C  3.422  -2.661  0.472
N  4.575  -2.991  1.318
O  5.585  -2.319  1.251
O  4.417  -3.885  2.115
H  3.428  -1.750  -0.119
H  2.596  -2.581  1.176
H  3.203  -3.457  -0.237
O  -7.229  1.967  3.520
S  -6.077  2.746  3.916
O  -6.169  3.701  4.991
O  -4.861  1.747  4.255
C  -4.427  0.812  3.249
C  -3.115  1.300  2.595
C  -5.508  3.639  2.424
H  -5.215  0.615  2.523
H  -4.222  -0.114  3.785
H  -3.464  1.815  1.701
H  -2.342  0.540  2.583
H  -2.682  2.117  3.181
H  -6.138  4.522  2.409
H  -5.635  2.996  1.561
H  -4.479  3.863  2.698
O  3.240  -0.268  3.375
S  3.267  1.047  2.790
O  3.785  2.228  3.416
O  3.995  0.964  1.339
C  4.241  2.198  0.673
C  5.188  1.941  -0.523
C  1.558  1.321  2.288
H  4.770  2.889  1.329
H  3.292  2.656  0.383
H  5.007  0.912  -0.828
H  6.211  2.063  -0.174
H  5.030  2.723  -1.262
H  1.164  0.335  2.051
H  1.375  2.017  1.476
H  1.069  1.643  3.208
O  -0.790  -0.224  -6.205
S  0.439  -0.931  -6.460
O  0.985  -0.887  -7.787
O  1.602  -0.515  -5.422
C  1.257  -0.639  -4.019
C  2.523  -0.557  -3.246
C  0.178  -2.708  -6.052
H  0.740  -1.558  -3.752
H  0.641  0.218  -3.740
H  2.354  -0.504  -2.169
H  3.133  0.313  -3.501
H  3.130  -1.458  -3.367
H  -0.397  -3.161  -6.855
H  -0.213  -2.875  -5.055
H  1.176  -3.143  -6.141
O  0.979  5.817  -2.682
S  0.861  4.513  -2.085
O  1.038  4.408  -0.651
O  -0.619  3.986  -2.536
C  -1.137  2.786  -1.916
C  -2.167  3.157  -0.855
C  1.892  3.203  -2.885
H  -0.300  2.223  -1.501
H  -1.562  2.205  -2.736
H  -2.816  2.283  -0.752
H  -2.742  4.058  -1.043
H  -1.593  3.256  0.068
H  1.712  2.283  -2.340
H  2.933  3.527  -2.883
H  1.674  3.165  -3.952

These are the Löwdin partial charges, in e, on atoms 1 to 5: P 0.201; F -0.193; F -0.212; F -0.155; F -0.145

Number 1: strongest force on any atom 4.38 eV/A. Number 2: strongest force on any atom 3.64 eV/A. Number 3: strongest force on any atom 1.06 eV/A. Number 4: strongest force on any atom 14.91 eV/A. Number 5: strongest force on any atom 2.94 eV/A.